1.
ORCA calculation (wB97M-V/def2-TZVPD) on a structure of composition C48H58BrFN9O5STi at a distorted geometry.

As for the total charge: -1. As for the HOMO-LUMO gap (alpha / beta): 4.422 / 4.417 eV.

Last column: Löwdin charge in e.
Element x y z (Å)
Ti1 -0.995 -0.738 0.445  1.037
C1 2.885 6.301 3.508  -0.063
C2 2.668 4.951 2.868  -0.294
C3 1.414 4.355 2.867  -0.045
C4 1.214 3.096 2.308  -0.058
C5 2.282 2.412 1.754  -0.248
C6 3.549 2.996 1.747  -0.047
C7 3.733 4.256 2.291  -0.048
S1 2.138 0.786 1.016  0.566
O1 2.353 1.006 -0.389  -0.304
O2 3.142 0.004 1.707  -0.309
N1 0.670 0.282 1.340  -0.266
C8 0.599 -0.015 2.797  -0.191
C9 -0.851 0.005 3.208  -0.604
O3 -1.204 0.234 4.349  0.049
O4 -1.680 -0.238 2.210  -0.182
H1 1.952 6.866 3.566  0.068
H2 3.610 6.895 2.948  0.072
H3 3.267 6.194 4.527  0.078
H4 0.574 4.880 3.315  0.108
H5 0.228 2.648 2.281  0.108
H6 4.380 2.450 1.315  0.116
H7 4.720 4.709 2.277  0.107
H8 1.145 0.701 3.407  0.110
H9 1.027 -0.994 3.025  0.116
C10 4.055 -3.114 -4.078  -0.077
C11 3.336 -1.775 -4.228  -0.563
C12 2.680 -1.730 -5.616  -0.056
C13 4.378 -0.649 -4.122  -0.047
C14 2.275 -1.563 -3.154  -0.180
C15 1.478 -0.376 -3.174  -0.034
C16 0.570 -0.155 -2.199  -0.136
N2 0.314 -1.032 -1.177  -0.025
C17 1.091 -2.174 -1.129  -0.211
C18 2.064 -2.438 -2.137  0.034
C19 0.862 -2.999 -0.027  -0.222
C20 1.401 -4.309 0.138  0.027
C21 1.119 -5.070 1.226  -0.187
C22 0.262 -4.481 2.227  -0.037
C23 -0.256 -3.251 2.038  -0.145
N3 -0.013 -2.474 0.927  -0.056
C24 1.591 -6.512 1.402  -0.570
C25 2.287 -6.673 2.760  -0.057
C26 0.371 -7.445 1.350  -0.053
C27 2.568 -6.931 0.308  -0.076
H10 4.802 -3.216 -4.871  0.079
H11 3.359 -3.954 -4.159  0.085
H12 4.573 -3.185 -3.118  0.085
H13 3.426 -1.926 -6.393  0.078
H14 2.231 -0.755 -5.816  0.074
H15 1.891 -2.483 -5.694  0.088
H16 5.151 -0.772 -4.888  0.079
H17 4.853 -0.660 -3.138  0.093
H18 3.916 0.332 -4.254  0.076
H19 1.612 0.383 -3.935  0.102
H20 -0.011 0.756 -2.193  0.102
H21 2.648 -3.345 -2.061  0.091
H22 2.033 -4.695 -0.650  0.094
H23 0.009 -5.011 3.137  0.099
H24 -0.923 -2.822 2.777  0.116
H25 1.617 -6.442 3.590  0.072
H26 3.148 -6.002 2.830  0.091
H27 2.638 -7.702 2.886  0.079
H28 -0.379 -7.162 2.092  0.077
H29 0.670 -8.483 1.538  0.079
H30 -0.103 -7.394 0.366  0.082
H31 3.462 -6.302 0.310  0.090
H32 2.111 -6.876 -0.683  0.081
H33 2.879 -7.967 0.475  0.080
C28 1.532 3.606 -2.193  -0.028
N4 0.894 4.512 -1.247  -0.076
C29 0.964 5.936 -1.502  -0.170
C30 0.771 6.681 -0.199  -0.155
C31 -0.584 6.313 0.364  -0.178
N5 -0.772 4.877 0.372  -0.080
C32 -1.914 4.399 1.119  -0.048
C33 -0.088 3.988 -0.441  -0.467
O5 -0.314 2.785 -0.406  0.035
H34 0.929 3.472 -3.100  0.094
H35 1.691 2.640 -1.729  0.052
H36 2.499 4.029 -2.474  0.087
H37 0.202 6.255 -2.229  0.126
H38 1.939 6.152 -1.939  0.117
H39 0.831 7.761 -0.354  0.114
H40 1.555 6.379 0.500  0.110
H41 -1.379 6.799 -0.217  0.121
H42 -0.680 6.671 1.394  0.116
H43 -2.846 4.831 0.734  0.094
H44 -1.820 4.678 2.174  0.089
H45 -1.971 3.321 1.039  0.059
F1 -4.252 0.988 -4.748  0.019
C34 -3.595 0.609 -3.617  -0.302
C35 -3.242 -0.716 -3.455  -0.026
C36 -2.565 -1.082 -2.297  -0.124
C37 -2.232 -0.184 -1.272  -0.206
C38 -2.607 1.142 -1.520  -0.142
C39 -3.284 1.555 -2.672  -0.032
H46 -3.478 -1.435 -4.230  0.107
H47 -2.268 -2.124 -2.220  0.087
H48 -2.337 1.904 -0.800  0.060
H49 -3.556 2.593 -2.836  0.111
Br1 -6.903 4.624 3.470  0.725
C40 -5.669 3.430 2.680  -0.707
C41 -4.699 2.835 3.455  -0.101
C42 -3.800 1.979 2.821  -0.109
N6 -3.841 1.716 1.516  0.074
C43 -4.807 2.285 0.799  -0.129
C44 -5.749 3.162 1.330  -0.114
H50 -4.634 3.015 4.519  0.103
H51 -3.018 1.482 3.391  0.096
H52 -4.830 2.032 -0.259  0.102
H53 -6.509 3.611 0.706  0.099
N7 -3.501 -5.613 -0.216  0.121
C45 -3.648 -4.308 0.225  -0.355
C46 -2.577 -3.406 0.118  -0.061
N8 -2.664 -2.175 0.557  -0.015
C47 -3.820 -1.806 1.131  -0.087
C48 -4.857 -2.706 1.248  -0.102
N9 -4.785 -3.960 0.796  0.123
H54 -2.871 -5.750 -0.990  0.090
H55 -4.381 -6.093 -0.313  0.087
H56 -1.641 -3.711 -0.335  0.127
H57 -3.896 -0.787 1.477  0.088
H58 -5.787 -2.403 1.714  0.105


2.
ORCA calculation (wB97M-V/def2-TZVPD) on an isolated molecule of C4H6O2.

As for the HOMO-LUMO gap: 9.334 eV.

Last column: natural (NBO) charge in e.
Element x y z (Å)
C1 -1.292 0.844 -0.270  -0.252
C2 -0.243 -1.196 1.010  -0.237
O1 -0.770 -0.492 -0.417  -0.397
C3 0.633 -0.785 -0.129  -0.103
C4 1.576 0.356 0.133  0.399
O2 2.724 0.317 -0.241  -0.493
H1 -1.538 1.008 0.779  0.219
H2 -0.573 1.585 -0.626  0.188
H3 -2.186 0.870 -0.894  0.207
H4 -0.537 -2.237 0.796  0.140
H5 1.016 -1.453 -0.904  0.204
H6 1.191 1.182 0.762  0.125


DFT total energy (Ha)
-6654.6319, -306.3057